Formula: C43H60BrIN5O4Pt
Source: the OMol25 dataset
Level of theory: ωB97M-V/def2-TZVPD

Computed properties:
<S²>: 6.07
E_HOMO (alpha / beta), eV: -8.58 / -11.19
Frontier orbital gap (alpha / beta), eV: 6.436 / 5.419
Energy relative to the best compared isomer or geometry (same formula, charge and spin), kJ/mol: 0.00
Electronic energy, Eh: -5239.7853
Max |F|, eV Å⁻¹: 5.0

ORCA input file:
```
! wB97M-V def2-TZVPD RIJCOSX def2/J DEFGRID3
* xyz 1 5
Pt 11.93 14.38 11.28
C 10.96 14.69 14.88
N 11.49 13.62 14.04
C 10.80 12.28 14.33
C 12.93 13.46 14.14
C 13.55 12.67 13.06
N 13.78 13.37 11.74
C 14.55 12.41 10.72
C 14.45 10.92 10.58
C 15.52 10.42 9.88
C 15.70 9.06 9.64
C 14.67 8.22 10.04
C 13.49 8.69 10.55
C 13.44 10.07 11.14
O 12.55 10.41 11.95
C 12.25 7.74 10.75
C 12.56 7.18 12.15
C 10.96 8.51 10.58
C 12.25 6.54 9.76
C 16.77 8.68 8.68
C 16.38 9.00 7.22
C 17.11 7.16 8.81
C 18.05 9.46 9.05
C 14.75 14.49 12.05
C 14.98 15.33 10.88
C 16.17 15.32 10.15
C 16.39 16.16 9.10
C 15.32 17.13 8.86
C 14.18 17.29 9.67
C 13.96 16.27 10.57
O 12.86 16.17 11.33
C 13.27 18.52 9.37
C 14.03 19.49 8.49
C 12.00 18.10 8.73
C 12.98 19.16 10.73
C 17.59 16.01 8.16
C 18.34 17.34 8.21
C 17.11 15.71 6.70
C 18.53 14.93 8.63
H 11.36 14.73 15.90
H 9.90 14.51 14.97
H 11.06 15.64 14.32
H 11.26 11.76 15.27
H 10.98 11.61 13.50
H 9.73 12.43 14.43
H 13.17 13.03 15.14
H 13.26 14.54 14.11
H 12.98 11.70 12.87
H 14.54 12.35 13.41
H 15.63 12.59 10.99
H 14.41 12.90 9.75
H 16.33 11.00 9.46
H 14.76 7.09 10.03
H 12.68 8.09 12.82
H 13.54 6.68 12.13
H 11.75 6.60 12.57
H 10.89 9.26 11.36
H 10.09 7.83 10.68
H 10.77 9.06 9.67
H 13.18 5.97 9.82
H 12.19 6.86 8.71
H 11.38 5.92 10.07
H 15.63 8.31 6.90
H 17.26 8.93 6.57
H 15.98 10.02 7.06
H 16.28 6.54 8.42
H 17.40 6.87 9.85
H 17.99 6.94 8.16
H 17.94 10.50 8.78
H 18.90 9.02 8.53
H 18.30 9.39 10.12
H 15.70 14.03 12.29
H 14.39 15.03 12.92
H 16.87 14.54 10.47
H 15.50 17.86 8.08
H 14.05 19.11 7.43
H 15.01 19.59 8.78
H 13.60 20.50 8.51
H 12.22 17.68 7.74
H 11.28 18.90 8.61
H 11.48 17.28 9.25
H 13.88 19.72 11.11
H 12.76 18.40 11.43
H 12.20 19.91 10.65
H 17.80 18.17 7.74
H 19.31 17.33 7.65
H 18.53 17.55 9.26
H 16.33 16.44 6.39
H 16.78 14.67 6.68
H 17.95 15.82 6.04
H 19.05 15.12 9.61
H 19.35 14.76 7.91
H 17.94 14.03 8.75
I 6.18 15.17 13.35
C 8.02 15.43 12.36
C 8.46 16.59 11.79
N 9.67 16.38 11.23
N 10.08 15.05 11.49
C 9.05 14.50 12.13
H 7.98 17.56 11.82
H 10.34 17.16 11.12
H 8.97 13.42 12.31
Br 7.98 13.02 5.16
C 9.47 13.22 6.33
C 10.77 13.56 5.95
N 11.75 13.56 6.87
C 11.51 13.30 8.17
C 10.30 12.85 8.55
C 9.26 12.85 7.63
C 10.07 12.46 9.99
O 9.03 11.81 10.17
O 10.99 12.62 10.99
H 10.95 14.06 5.01
H 12.43 13.35 8.78
H 8.26 12.58 7.95
*
```



Formula: C10H13FN2Si
Source: the OMol25 dataset
Level of theory: ωB97M-V/def2-TZVPD

Computed properties:
E_HOMO (alpha / beta), eV: -8.20 / -8.21
Frontier orbital gap (alpha / beta), eV: 7.432 / 7.436
Energy relative to the best compared isomer or geometry (same formula, charge and spin), kJ/mol: 428.04
Electronic energy, Eh: -887.5361
Max |F|, eV Å⁻¹: 3.8

ORCA input file:
```
! wB97M-V def2-TZVPD RIJCOSX def2/J DEFGRID3
* xyz 0 1
C 2.00 -1.99 -0.56
C 1.95 2.33 0.62
C 3.36 -1.88 -0.62
C 1.53 -0.67 -0.31
C 0.51 2.17 0.55
C -0.16 1.06 0.23
C 2.67 0.11 -0.11
C -2.07 -0.93 1.67
C -1.60 -1.00 -1.49
C -3.34 1.31 -0.08
N 2.82 1.43 0.30
N 3.75 -0.60 -0.39
F -0.18 3.25 1.03
Si -1.74 0.08 0.04
H 1.46 -2.94 -0.68
H 2.35 3.27 0.88
H 4.06 -2.62 -0.97
H -3.04 -1.27 1.42
H -1.42 -1.76 1.58
H -2.26 -0.27 2.50
H -0.52 -1.21 -1.56
H -2.13 -1.91 -1.38
H -1.97 -0.33 -2.33
H -2.87 2.09 0.46
H -3.77 1.56 -1.13
H -4.03 0.97 0.67
H 4.67 -0.24 -0.34
*
```



Formula: C50H36F6NO5P2PtS3Te4
Source: the OMol25 dataset
Level of theory: ωB97M-V/def2-TZVPD

Computed properties:
<S²>: 6.02
E_HOMO (alpha / beta), eV: -9.57 / -10.45
Frontier orbital gap (alpha / beta), eV: 6.672 / 5.996
Energy relative to the best compared isomer or geometry (same formula, charge and spin), kJ/mol: 38.63
Electronic energy, Eh: -6025.5604
Max |F|, eV Å⁻¹: 1.1

ORCA input file:
```
! wB97M-V def2-TZVPD RIJCOSX def2/J DEFGRID3
* xyz 1 5
Pt 0.65 -0.30 -1.19
O -2.15 0.35 -2.54
S -1.74 0.37 -1.11
C -2.22 2.02 -0.64
C -3.36 2.22 0.10
C -3.93 3.49 0.29
C -3.34 4.55 -0.34
C -3.71 6.01 -0.38
C -2.69 6.66 -1.35
C -1.73 5.55 -1.69
C -0.59 5.54 -2.44
C 0.13 4.33 -2.53
C -0.28 3.14 -1.96
P 1.04 1.88 -1.86
C 2.15 2.67 -0.66
C 3.40 3.20 -0.95
C 4.15 3.77 0.06
C 3.66 3.84 1.36
C 2.40 3.34 1.64
C 1.65 2.76 0.64
C 1.85 1.82 -3.48
C 1.12 2.09 -4.64
C 1.70 1.91 -5.88
C 3.01 1.46 -5.97
C 3.72 1.15 -4.82
C 3.14 1.31 -3.58
C -1.51 3.11 -1.24
C -2.16 4.35 -1.09
C -2.79 -0.76 -0.23
C -4.05 -0.86 -0.81
C -5.00 -1.80 -0.39
C -4.65 -2.66 0.61
C -5.43 -3.76 1.27
C -4.45 -4.40 2.28
C -3.22 -3.55 2.20
C -2.06 -3.58 2.93
C -1.06 -2.65 2.60
C -1.14 -1.74 1.56
P 0.33 -0.67 1.34
C 0.00 0.53 2.70
C -0.98 1.50 2.52
C -1.35 2.35 3.55
C -0.74 2.23 4.79
C 0.22 1.25 4.99
C 0.59 0.40 3.95
C 1.79 -1.55 1.95
C 1.92 -2.93 2.01
C 3.13 -3.50 2.40
C 4.22 -2.69 2.69
C 4.10 -1.31 2.60
C 2.90 -0.74 2.22
C -2.37 -1.64 0.82
C -3.36 -2.57 1.19
H -3.86 1.37 0.54
H -4.82 3.61 0.89
H -3.64 6.45 0.62
H -4.74 6.15 -0.71
H -2.17 7.50 -0.90
H -3.18 7.02 -2.25
H -0.22 6.42 -2.93
H 1.08 4.36 -3.05
H 3.79 3.17 -1.96
H 5.13 4.17 -0.17
H 4.26 4.29 2.14
H 2.00 3.40 2.65
H 0.67 2.37 0.87
H 0.10 2.44 -4.57
H 1.14 2.13 -6.78
H 3.47 1.33 -6.94
H 4.73 0.77 -4.89
H 3.68 1.01 -2.68
H -4.28 -0.21 -1.64
H -5.97 -1.84 -0.87
H -5.80 -4.47 0.53
H -6.31 -3.35 1.77
H -4.21 -5.43 2.01
H -4.86 -4.42 3.29
H -1.90 -4.28 3.73
H -0.16 -2.66 3.21
H -1.46 1.62 1.56
H -2.10 3.10 3.38
H -1.03 2.88 5.60
H 0.69 1.14 5.95
H 1.34 -0.35 4.13
H 1.10 -3.58 1.75
H 3.22 -4.58 2.44
H 5.16 -3.14 2.98
H 4.95 -0.68 2.81
H 2.83 0.33 2.13
Te -0.10 -1.24 -3.71
Te -1.79 -3.28 -3.35
Te -1.12 -4.37 -0.93
Te 1.13 -5.32 -2.03
F 5.09 -1.45 -2.58
C 3.99 -2.18 -2.46
F 4.31 -3.48 -2.59
F 3.17 -1.86 -3.47
S 3.20 -1.90 -0.78
O 1.80 -2.43 -1.07
O 3.07 -0.40 -0.81
N 2.13 -5.73 -0.41
S 1.32 -6.36 0.78
O 0.11 -5.58 1.10
O 2.16 -6.72 1.87
C 0.62 -7.99 0.20
F -0.60 -7.82 -0.33
F 1.40 -8.52 -0.74
F 0.54 -8.83 1.21
*
```



- Which of these has the highest energy relative to the best compared isomer or geometry (same formula, charge and spin)?
  C10H13FN2Si